[1]
Density functional theory data (wB97M-V/def2-TZVPD) for a molecular structure, C5H8HgMgO4 in a non-equilibrium geometry.

Each line ends with the Mulliken charge.
Geometry (Å):
C1 1.102 -2.464 -1.088  -0.961
C2 1.915 -1.213 -1.169  0.294
O1 2.616 -0.911 -0.102  -0.486
Hg1 3.786 1.138 -0.155  0.693
H1 1.262 -3.062 -1.998  0.347
H2 1.402 -3.056 -0.208  0.278
H3 0.040 -2.231 -0.939  0.266
H4 0.833 0.555 -1.028  0.062
O2 1.780 1.263 0.823  -0.801
C3 0.128 -0.042 2.912  0.367
C4 0.625 1.530 0.193  0.147
O3 -0.227 -0.405 4.019  -0.462
O4 -0.748 0.834 2.292  -0.386
C5 -0.653 1.166 0.920  -0.472
Mg1 1.904 -0.526 1.763  0.866
H5 0.577 2.616 -0.016  0.360
H6 -1.068 0.314 0.354  0.279
H7 -1.318 2.035 0.785  0.321
H8 2.533 -1.231 -2.086  0.288

* expectation value of S²: 0.756
* HOMO (spin up / spin down): -11.95 / -11.87 eV
* orbital gap (spin up / spin down): 6.24 / 4.92 eV
* multiplicity: 2
* net charge: +1


[2]
Density functional theory data (wB97M-V/def2-TZVPD) for a molecular structure, C31H30N5SSiY.

Each line ends with the Mulliken charge.
Geometry (Å):
Y1 -0.028 -1.002 -0.048  1.105
S1 3.173 -6.343 -4.779  0.251
N1 1.695 -6.272 -4.145  -0.640
C1 1.640 -5.149 -3.441  0.903
C2 0.487 -4.673 -2.708  0.109
C3 -0.722 -5.378 -2.675  -0.420
C4 -1.776 -4.872 -1.950  -1.015
C5 -1.597 -3.673 -1.271  -0.036
N2 -0.455 -2.985 -1.292  0.020
C6 0.593 -3.469 -2.007  -0.170
C7 1.858 -2.704 -2.013  -0.182
N3 1.920 -1.547 -1.305  -0.021
C8 3.051 -0.840 -1.326  -0.099
C9 4.188 -1.247 -2.014  -1.026
C10 4.149 -2.431 -2.713  -0.560
C11 2.965 -3.177 -2.722  0.223
C12 2.842 -4.424 -3.447  0.837
N4 3.805 -5.001 -4.154  -0.631
H1 -0.800 -6.311 -3.218  0.582
H2 -2.724 -5.386 -1.895  0.446
H3 -2.410 -3.262 -0.681  0.432
H4 3.055 0.085 -0.760  0.448
H5 5.079 -0.637 -1.991  0.500
H6 5.006 -2.801 -3.260  0.582
C13 -0.361 -0.896 2.187  -1.236
Si1 -0.660 0.940 2.293  -0.209
C14 -1.817 1.329 0.804  -0.824
N5 -1.334 0.860 -0.546  0.495
C15 -2.440 0.506 -1.470  -1.053
C16 -3.284 1.716 -1.859  -0.768
C17 -2.379 2.921 -2.168  -0.664
C18 -0.948 2.475 -2.443  -0.830
C19 -0.372 1.809 -1.196  -0.122
C20 -1.454 1.667 3.793  0.705
C21 -0.740 2.511 4.646  -0.159
C22 -1.339 3.056 5.772  -0.730
C23 -2.663 2.763 6.062  -0.454
C24 -3.388 1.921 5.229  -0.751
C25 -2.786 1.379 4.107  -0.413
C26 0.998 1.740 1.865  0.213
C27 2.138 0.957 1.651  -0.326
C28 3.362 1.529 1.297  -0.853
C29 3.462 2.898 1.133  -0.591
C30 2.341 3.699 1.340  -0.802
C31 1.135 3.126 1.698  -0.051
H7 -1.286 -1.386 2.529  0.442
H8 0.403 -1.174 2.920  0.416
H9 -2.094 2.386 0.754  0.271
H10 -2.751 0.790 1.002  0.664
H11 -3.046 -0.268 -0.986  0.444
H12 -1.987 0.049 -2.358  0.516
H13 -3.985 1.952 -1.058  0.274
H14 -3.893 1.444 -2.722  0.441
H15 -2.376 3.614 -1.323  0.280
H16 -2.770 3.484 -3.015  0.431
H17 -0.313 3.324 -2.695  0.477
H18 -0.909 1.804 -3.305  0.385
H19 -0.102 2.557 -0.454  0.081
H20 0.574 1.281 -1.434  0.057
H21 0.297 2.749 4.443  0.345
H22 -0.772 3.706 6.424  0.420
H23 -3.130 3.188 6.940  0.400
H24 -4.419 1.689 5.461  0.416
H25 -3.374 0.715 3.482  0.278
H26 2.112 -0.113 1.848  0.724
H27 4.241 0.904 1.189  0.589
H28 4.409 3.351 0.871  0.443
H29 2.423 4.773 1.234  0.477
H30 0.285 3.776 1.877  0.511

* HOMO: -13.51 eV
* orbital gap: 6.85 eV
* net charge: +2


[3]
Density functional theory data (wB97M-V/def2-TZVPD) for a molecular structure, C13H6N4O11PtSe4.

Each line ends with the Mulliken charge.
Geometry (Å):
Pt1 1.134 -1.686 -1.471  1.321
O1 0.614 2.419 1.028  -0.419
C1 1.175 1.401 0.358  -0.253
O2 1.559 1.485 -0.777  -0.470
C2 1.378 0.198 1.231  0.629
C3 1.293 0.283 2.605  -0.327
C4 1.623 -0.835 3.365  -0.605
C5 2.052 -1.976 2.724  -0.457
C6 2.080 -1.993 1.334  0.459
N1 1.724 -0.935 0.609  -0.329
C7 2.566 -3.231 0.591  0.476
O3 3.012 -4.140 1.261  -0.674
O4 2.504 -3.157 -0.692  -0.596
H1 0.575 3.181 0.428  0.441
H2 0.988 1.210 3.065  0.558
H3 1.558 -0.798 4.444  0.459
H4 2.358 -2.870 3.248  0.548
Se1 0.459 -3.652 -3.134  0.065
Se2 1.971 -3.510 -4.763  -0.007
Se3 2.597 -1.227 -4.980  -0.038
Se4 2.615 -0.335 -2.912  0.063
O5 -3.726 3.905 0.893  -0.637
N2 -3.519 2.768 1.269  1.084
O6 -3.891 2.310 2.330  -0.638
C8 -2.743 1.896 0.383  -0.707
C9 -2.420 0.634 0.796  -0.032
C10 -1.681 -0.190 -0.038  -0.876
C11 -1.237 0.216 -1.345  1.404
O7 -0.604 -0.522 -2.137  -1.016
C12 -1.585 1.574 -1.675  -0.381
C13 -2.321 2.375 -0.848  -0.276
N3 -1.096 2.208 -2.915  1.128
O8 -1.465 3.349 -3.134  -0.656
O9 -0.351 1.585 -3.637  -0.581
N4 -1.382 -1.504 0.489  1.310
O10 -0.856 -2.355 -0.246  -0.712
O11 -1.660 -1.748 1.642  -0.637
H5 -2.740 0.278 1.764  0.704
H6 -2.558 3.385 -1.152  0.673

* expectation value of S²: 6.022
* HOMO (spin up / spin down): -8.19 / -9.47 eV
* orbital gap (spin up / spin down): 6.68 / 6.20 eV
* multiplicity: 5
* net charge: 0


[4]
Density functional theory data (wB97M-V/def2-TZVPD) for 3 unconnected molecules or ions with the total composition C17H24F7N2O5 in a non-equilibrium geometry.

Each line ends with the Mulliken charge.
Geometry (Å):
O1 1.209 -4.324 0.994  -0.474
C1 2.186 -3.379 0.943  0.323
O2 3.346 -3.647 1.858  -0.410
C2 2.097 -2.104 -0.086  0.605
F1 0.912 -2.278 -0.959  -0.251
F2 3.297 -2.225 -0.996  -0.243
C3 2.223 -0.631 0.627  0.659
F3 2.436 0.458 -0.369  -0.230
F4 3.490 -0.683 1.448  -0.280
C4 1.005 -0.254 1.658  0.679
F5 1.292 1.151 2.137  -0.257
F6 1.082 -1.094 2.907  -0.267
C5 -0.487 -0.197 0.985  0.062
O3 -0.816 0.976 0.376  -0.461
C6 -1.612 -1.378 0.947  0.492
C7 -1.682 -2.663 1.910  -0.049
N1 -2.708 -3.699 1.802  0.268
N2 -3.776 -3.829 0.991  -0.561
C8 -3.833 -2.674 0.104  0.260
F7 -5.035 -2.702 -0.818  -0.212
C9 -2.877 -1.415 -0.076  -0.141
H1 4.132 -3.288 1.315  0.392
H2 -0.844 -2.766 2.742  0.383
H3 -2.626 -4.502 2.500  0.344
H4 -3.103 -0.593 -0.877  0.347
C10 -3.646 3.081 2.769  -1.127
C11 -4.072 2.613 1.389  -0.218
O4 -4.866 1.433 1.406  -0.323
C12 -6.105 1.511 2.107  -0.343
C13 -7.057 2.554 1.543  -1.043
H5 -3.129 2.280 3.306  0.276
H6 -2.975 3.941 2.693  0.396
H7 -4.504 3.378 3.377  0.318
H8 -3.173 2.373 0.810  0.219
H9 -4.582 3.412 0.841  0.307
H10 -5.929 1.674 3.173  0.324
H11 -6.578 0.527 2.018  0.294
H12 -6.657 3.567 1.648  0.264
H13 -8.019 2.521 2.069  0.388
H14 -7.234 2.381 0.477  0.293
C14 6.870 1.298 -2.652  -0.956
C15 6.445 0.829 -4.032  -0.309
O5 5.650 -0.350 -4.015  -0.450
C16 4.411 -0.273 -3.314  -0.054
C17 3.459 0.770 -3.878  -1.097
H15 7.388 0.496 -2.115  0.275
H16 7.541 2.158 -2.728  0.383
H17 6.012 1.595 -2.044  0.210
H18 7.344 0.590 -4.611  0.335
H19 5.935 1.628 -4.580  0.284
H20 4.588 -0.110 -2.248  0.151
H21 3.938 -1.256 -3.403  0.261
H22 3.860 1.783 -3.773  0.290
H23 2.498 0.737 -3.352  0.332
H24 3.282 0.597 -4.944  0.342

* HOMO: -11.32 eV
* orbital gap: 4.41 eV
* net charge: +1


no.,energy (eV)
1,-23112.568
2,-59829.909
3,-306684.313
4,-50237.849